63
Properties=species:S:1:pos:R:3:forces:R:3:nbo_charge:R:1 method="wB97M-V/def2-TZVPD" orbital_gap_ha="0.24560 / 0.23024" s_squared=0.76 multiplicity=2 total_charge=+2
Tc 0.179 0.805 -0.341 0.126 0.724 -0.400 0.747
C 1.203 -1.516 3.092 0.051 0.052 0.006 -0.692
C 1.042 -0.475 2.038 -0.242 -0.178 -0.038 0.293
N 0.077 -0.506 1.167 0.287 -0.175 0.255 -0.188
N -0.869 -1.471 1.250 -0.177 -0.334 0.177 -0.419
C -1.705 -1.498 0.242 0.204 0.217 -0.032 0.314
N -2.680 -2.402 0.246 -0.061 -0.016 -0.050 -0.743
S -1.628 -0.397 -1.139 -0.123 -0.155 -0.015 0.010
C 1.963 0.673 1.956 0.123 0.131 -0.015 0.148
C 2.933 0.904 2.916 0.035 -0.018 0.028 -0.199
C 3.740 2.029 2.803 0.017 0.015 0.006 -0.111
C 3.562 2.889 1.733 0.019 -0.020 0.035 -0.221
C 2.579 2.592 0.805 -0.054 0.010 -0.085 0.099
N 1.800 1.518 0.912 -0.112 -0.098 -0.066 -0.460
H 0.502 -2.326 2.933 0.000 -0.015 -0.002 0.279
H 1.024 -1.088 4.081 -0.001 0.005 -0.006 0.254
H 2.223 -1.903 3.081 -0.012 0.005 0.010 0.253
H -2.773 -3.039 1.021 0.014 0.001 0.007 0.426
H -3.357 -2.431 -0.497 0.003 -0.012 0.003 0.425
H 3.059 0.222 3.744 -0.009 0.002 -0.011 0.249
H 4.501 2.227 3.546 -0.007 -0.004 -0.004 0.252
H 4.173 3.771 1.610 -0.002 -0.002 -0.003 0.254
H 2.411 3.222 -0.059 -0.020 0.000 0.002 0.222
O 0.006 2.319 -2.290 0.084 -0.139 0.072 -0.503
C -0.709 2.269 -1.318 -0.060 0.185 0.196 0.672
N 0.931 8.881 -2.190 -0.026 -0.023 -0.002 -0.752
C 0.125 7.799 -2.107 0.010 -0.020 0.011 0.244
C -0.784 7.663 -1.036 0.027 0.026 -0.016 -0.279
C -1.601 6.566 -0.953 -0.035 0.028 0.044 -0.138
C -1.519 5.571 -1.931 -0.157 -0.152 -0.058 -0.432
C -0.624 5.681 -2.998 0.045 -0.024 -0.038 -0.149
C 0.192 6.780 -3.081 0.014 0.020 -0.002 -0.269
S -2.588 4.230 -1.869 0.129 0.119 0.101 2.337
O -3.709 4.488 -1.029 -0.021 0.030 0.016 -0.900
O -2.668 3.558 -3.114 0.025 -0.003 -0.042 -0.867
N -1.719 3.030 -0.860 -0.075 -0.059 0.016 -0.700
C -1.960 2.746 0.478 0.050 0.077 -0.166 0.237
S -3.130 3.434 1.489 -0.015 -0.033 0.114 0.601
C -2.515 2.475 2.786 -0.094 0.088 -0.051 -0.416
C -1.502 1.695 2.373 0.132 -0.201 0.116 -0.038
N -1.169 1.850 1.039 -0.010 0.050 -0.159 -0.466
H 0.787 9.666 -1.579 0.002 0.003 -0.003 0.407
H 1.470 9.049 -3.021 -0.005 0.001 0.006 0.406
H -0.854 8.449 -0.295 -0.001 -0.007 -0.004 0.232
H -2.327 6.485 -0.155 0.007 0.010 -0.003 0.242
H -0.595 4.910 -3.758 -0.001 0.041 0.013 0.250
H 0.877 6.884 -3.912 -0.006 0.004 0.002 0.229
H -2.949 2.532 3.770 -0.002 0.006 -0.011 0.275
H -0.972 0.989 2.994 -0.015 0.038 -0.104 0.233
O 1.633 -0.073 -1.453 -0.120 -0.221 0.126 -0.892
S 1.351 -0.751 -2.842 0.181 -0.007 -0.020 1.220
C 2.666 -2.011 -2.922 -0.053 0.052 -0.006 -0.567
C 3.571 -1.634 -4.092 0.016 0.004 -0.013 -0.416
C 3.627 -0.110 -4.109 0.014 -0.009 -0.035 -0.417
C 2.176 0.343 -4.030 -0.057 -0.028 0.063 -0.574
H 2.209 -2.996 -2.993 -0.025 0.013 -0.001 0.262
H 3.174 -1.911 -1.961 -0.014 -0.011 0.019 0.256
H 3.155 -2.007 -5.029 0.005 -0.007 0.004 0.226
H 4.552 -2.090 -3.966 0.002 0.008 0.003 0.255
H 4.097 0.272 -5.014 0.006 0.014 0.005 0.253
H 4.189 0.266 -3.253 -0.003 -0.007 0.008 0.220
H 1.646 0.201 -4.974 -0.004 -0.023 0.008 0.255
H 1.999 1.357 -3.678 -0.012 0.026 -0.009 0.271


57
Properties=species:S:1:pos:R:3:forces:R:3:nbo_charge:R:1 method="wB97M-V/def2-TZVPD" e_above_lowest_ev=0.000 orbital_gap_ha=0.29876 smiles="COc1ccc(Nc2nc(N)nc(CSC(=S)N3CCN(c4ccccc4)CC3)n2)cc1"
C -3.727 -2.899 0.601 -0.180 -0.044 -0.175 -0.257
H -3.632 -3.888 0.142 0.012 0.028 0.009 0.175
O -2.605 -2.586 1.391 0.245 0.103 0.195 -0.517
C -1.387 -2.510 0.785 0.213 0.026 0.022 0.368
C -1.152 -2.729 -0.567 -0.310 -0.087 0.165 -0.313
C 0.131 -2.617 -1.072 0.309 0.123 0.147 -0.215
C 1.198 -2.270 -0.252 -0.498 0.005 0.136 0.117
C 0.965 -2.065 1.106 -0.026 -0.142 -0.006 -0.210
C -0.311 -2.190 1.614 -0.251 -0.160 -0.164 -0.275
H -0.501 -2.041 2.665 -0.018 0.035 0.143 0.225
H 1.786 -1.799 1.751 -0.008 -0.001 0.064 0.246
N 2.475 -2.174 -0.807 0.169 -0.300 -0.423 -0.570
C 3.495 -1.372 -0.432 0.489 0.433 0.039 0.614
N 3.326 -0.495 0.560 -0.247 -0.312 0.082 -0.605
C 4.357 0.306 0.768 0.322 -0.401 -0.241 0.506
N 5.532 0.226 0.174 0.345 0.201 0.131 -0.576
C 5.612 -0.709 -0.780 -0.455 -0.061 0.286 0.599
N 4.613 -1.506 -1.147 0.085 -0.201 -0.307 -0.588
N 6.798 -0.859 -1.395 0.237 -0.012 -0.177 -0.776
H 6.837 -1.431 -2.220 0.019 0.017 0.027 0.403
H 7.495 -0.152 -1.240 -0.013 -0.024 -0.027 0.405
C 4.217 1.396 1.785 -0.414 0.411 -0.041 -0.582
H 4.567 1.052 2.760 -0.019 0.007 0.045 0.253
H 4.799 2.263 1.473 0.014 -0.157 0.042 0.266
S 2.494 1.867 2.044 -0.051 0.106 0.220 0.279
C 2.000 2.299 0.399 0.253 0.264 0.052 -0.041
N 0.698 2.579 0.235 0.119 -0.061 0.204 -0.433
C -0.283 2.434 1.286 -0.308 -0.318 0.400 -0.229
H 0.185 2.578 2.259 -0.114 0.086 -0.021 0.223
H -1.045 3.207 1.138 0.062 -0.028 0.094 0.208
C -0.929 1.040 1.195 0.126 0.289 0.266 -0.235
N -1.514 0.841 -0.111 0.089 -0.209 0.007 -0.466
C -2.867 1.064 -0.323 -0.195 -0.051 -0.060 0.264
C -3.800 0.591 0.608 0.004 0.058 0.106 -0.288
C -5.155 0.743 0.398 -0.007 0.057 0.016 -0.192
C -5.628 1.363 -0.748 -0.153 0.035 -0.091 -0.264
C -4.719 1.826 -1.681 -0.148 -0.023 0.020 -0.173
C -3.359 1.685 -1.475 0.197 0.015 -0.037 -0.313
H -2.683 2.077 -2.220 0.090 0.027 -0.033 0.209
H -5.067 2.314 -2.579 -0.020 0.037 -0.067 0.210
H -6.689 1.480 -0.910 -0.091 0.009 -0.017 0.212
H -5.850 0.365 1.133 -0.051 -0.040 0.069 0.211
H -3.462 0.073 1.492 0.061 -0.093 0.064 0.216
C -0.541 1.051 -1.154 0.157 0.290 -0.179 -0.228
H -0.988 0.875 -2.131 0.031 -0.030 0.010 0.217
C 0.088 2.454 -1.073 -0.161 -0.156 -0.635 -0.247
H 0.851 2.585 -1.841 -0.146 0.045 0.121 0.253
H -0.675 3.230 -1.177 0.009 -0.013 -0.001 0.201
H 0.260 0.316 -1.008 -0.017 0.059 -0.089 0.219
H -1.682 0.938 1.973 0.036 -0.061 0.016 0.216
H -0.151 0.287 1.351 -0.087 0.110 0.063 0.226
S 3.097 2.389 -0.826 0.317 0.121 -0.424 -0.179
H 2.647 -2.674 -1.668 0.046 0.039 0.178 0.412
H 0.303 -2.795 -2.124 0.013 0.019 -0.123 0.210
H -1.956 -2.985 -1.238 -0.103 -0.021 -0.040 0.223
H -3.893 -2.145 -0.175 0.009 -0.040 0.021 0.186
H -4.576 -2.901 1.283 0.011 -0.009 -0.082 0.199


53
Properties=species:S:1:pos:R:3:forces:R:3:nbo_charge:R:1 method="wB97M-V/def2-TZVPD" e_above_lowest_ev=0.475 orbital_gap_ha="0.19114 / 0.19129" total_charge=+4
Pt -2.109 -0.362 0.509 -0.663 -0.058 0.242 1.027
O -3.439 1.062 -0.016 0.266 0.117 -0.061 -0.677
C -4.260 1.628 1.067 -0.041 -0.069 -0.117 -0.100
C -3.471 1.444 2.321 -0.043 0.046 0.025 0.175
C -3.815 2.067 3.504 0.028 0.007 0.055 -0.197
C -3.089 1.782 4.652 -0.005 -0.007 -0.031 -0.066
C -2.027 0.886 4.583 -0.011 0.011 -0.031 -0.206
C -1.727 0.308 3.369 0.025 -0.022 0.026 0.046
N -2.435 0.583 2.258 0.030 -0.117 -0.074 -0.464
H -3.905 0.999 -0.864 -0.104 -0.050 0.048 0.555
H -5.204 1.084 1.108 -0.006 0.020 -0.001 0.250
H -4.434 2.675 0.822 -0.018 0.006 0.047 0.257
H -4.650 2.755 3.531 -0.003 -0.003 -0.008 0.275
H -3.354 2.248 5.592 0.003 -0.001 0.002 0.280
H -1.447 0.628 5.457 0.001 0.003 0.002 0.280
H -0.921 -0.408 3.265 -0.005 -0.006 0.001 0.226
O -1.663 -1.579 -0.995 0.002 -0.053 0.123 -0.965
S -2.835 -2.435 -1.680 -0.026 -0.069 -0.038 1.183
C -1.931 -3.629 -2.679 -0.058 0.071 0.009 -0.560
C -1.420 -4.663 -1.686 0.047 0.011 0.017 -0.418
C -2.619 -5.005 -0.806 -0.055 0.000 -0.023 -0.425
C -3.334 -3.688 -0.456 -0.002 0.008 -0.033 -0.568
H -1.204 -3.096 -3.290 0.019 0.016 0.037 0.272
H -2.703 -4.038 -3.340 0.019 -0.009 -0.023 0.282
H -0.605 -4.244 -1.093 0.024 -0.022 -0.017 0.210
H -1.034 -5.535 -2.214 -0.031 -0.011 0.002 0.281
H -2.333 -5.533 0.101 0.005 0.010 0.001 0.268
H -3.312 -5.646 -1.350 0.016 -0.019 0.002 0.253
H -3.066 -3.268 0.517 0.049 -0.001 -0.011 0.244
H -4.422 -3.748 -0.506 -0.001 -0.001 0.018 0.285
Te 1.360 0.610 -0.596 0.603 0.335 -0.192 1.322
C 3.230 -0.136 -0.850 0.110 0.032 -0.209 -0.307
C 4.255 0.467 -0.042 -0.063 0.107 -0.072 -0.141
C 5.523 -0.067 -0.056 0.053 0.022 -0.106 -0.208
C 5.814 -1.112 -0.932 -0.063 -0.005 -0.037 -0.004
C 4.815 -1.680 -1.764 0.087 0.004 0.020 -0.086
C 3.533 -1.207 -1.725 -0.141 -0.232 0.210 -0.238
C 2.078 2.506 -0.745 -0.022 -0.153 0.204 -0.317
C 1.688 3.561 0.112 -0.175 0.119 -0.129 -0.208
C 2.197 4.811 -0.116 0.015 0.014 0.005 -0.146
C 3.085 5.037 -1.198 -0.023 -0.052 0.024 0.015
C 3.442 4.011 -2.071 0.048 -0.004 0.075 -0.217
C 2.984 2.734 -1.834 0.120 0.014 -0.004 -0.127
H 4.024 1.299 0.610 -0.003 -0.050 0.046 0.248
H 6.292 0.343 0.585 0.011 -0.004 -0.011 0.283
H 6.824 -1.501 -0.993 -0.002 -0.014 0.059 0.277
H 5.080 -2.496 -2.425 -0.004 0.023 -0.031 0.269
H 2.768 -1.650 -2.350 0.008 0.009 -0.013 0.251
H 1.011 3.390 0.938 0.006 -0.007 0.007 0.244
H 1.924 5.638 0.526 0.033 -0.008 0.023 0.277
H 3.491 6.032 -1.339 -0.043 0.010 -0.061 0.277
H 4.088 4.206 -2.917 0.018 0.020 0.018 0.285
H 3.263 1.928 -2.499 -0.034 0.015 -0.018 0.249


52
Properties=species:S:1:pos:R:3:forces:R:3:nbo_charge:R:1 method="wB97M-V/def2-TZVPD" e_above_lowest_ev=0.645 orbital_gap_ha=0.31099 smiles="CCOC(=O)c1c(C)nc2c(c1-c1ccc(OC)cc1)C(=O)CC(C)(C)C2"
C -3.433 -4.406 0.077 0.185 0.344 0.102 -0.635
C -3.316 -3.060 0.779 -0.553 -0.189 -0.171 -0.077
H -3.990 -2.332 0.316 0.082 -0.084 0.157 0.202
H -3.536 -3.150 1.845 0.032 0.058 -0.129 0.190
O -1.982 -2.552 0.718 0.286 -0.014 0.244 -0.512
C -1.633 -1.905 -0.400 -0.102 -0.001 -0.311 0.799
O -2.364 -1.729 -1.339 0.044 -0.098 0.088 -0.578
C -0.215 -1.444 -0.334 0.331 0.334 -0.050 -0.220
C 0.066 -0.078 -0.299 0.223 -0.398 0.000 0.196
C 1.413 0.324 -0.300 -0.399 -0.566 0.044 -0.272
C 2.396 -0.670 -0.380 -0.216 0.350 -0.023 0.294
N 2.101 -1.961 -0.425 0.317 -0.361 -0.030 -0.460
C 0.841 -2.359 -0.395 -0.275 0.154 0.066 0.298
C 0.599 -3.832 -0.456 0.008 -0.043 0.044 -0.659
H -0.060 -4.073 -1.289 -0.086 -0.096 -0.050 0.226
H 1.546 -4.348 -0.580 0.003 -0.008 -0.028 0.239
H 0.121 -4.169 0.462 -0.057 -0.084 0.026 0.234
C 3.856 -0.343 -0.442 0.105 0.230 0.088 -0.441
H 4.151 -0.384 -1.497 0.049 -0.011 -0.027 0.226
C 4.199 1.037 0.127 0.171 -0.032 -0.105 -0.029
C 3.225 2.053 -0.485 0.027 0.142 0.180 -0.501
C 1.799 1.738 -0.099 0.417 0.303 -0.050 0.591
O 1.059 2.567 0.381 0.100 0.011 0.021 -0.527
H 3.300 2.017 -1.575 0.028 -0.003 -0.092 0.224
H 3.460 3.067 -0.156 -0.052 -0.005 -0.017 0.231
C 4.058 1.029 1.650 -0.015 0.006 -0.208 -0.615
H 3.060 0.716 1.947 -0.094 -0.035 0.142 0.213
H 4.779 0.346 2.094 0.062 -0.083 0.059 0.212
H 4.234 2.024 2.052 0.008 0.114 0.075 0.215
C 5.634 1.408 -0.249 -0.285 -0.058 0.045 -0.596
H 6.330 0.668 0.138 0.116 -0.086 0.044 0.211
H 5.898 2.377 0.169 0.060 0.124 0.050 0.211
H 5.753 1.458 -1.329 0.033 0.005 -0.137 0.207
H 4.409 -1.130 0.073 0.000 -0.015 -0.024 0.234
C -1.047 0.881 -0.291 -0.384 0.160 0.114 -0.108
C -2.007 0.835 0.710 0.330 0.026 -0.205 -0.197
C -3.084 1.704 0.706 -0.357 0.251 0.029 -0.257
C -3.224 2.628 -0.323 0.126 -0.099 -0.007 0.302
C -2.266 2.667 -1.338 -0.117 0.069 0.031 -0.236
C -1.191 1.810 -1.319 -0.176 -0.092 0.131 -0.154
H -0.460 1.845 -2.113 0.070 0.031 -0.081 0.212
H -2.392 3.385 -2.133 -0.015 0.086 -0.100 0.223
O -4.243 3.523 -0.435 0.260 -0.038 -0.208 -0.492
C -5.235 3.542 0.561 -0.153 -0.004 0.159 -0.252
H -5.773 2.590 0.613 0.035 0.031 0.009 0.175
H -5.929 4.331 0.272 0.023 -0.068 0.063 0.200
H -4.813 3.775 1.545 -0.014 -0.025 -0.035 0.176
H -3.802 1.649 1.509 -0.077 0.035 0.045 0.210
H -1.900 0.129 1.522 0.000 -0.067 0.063 0.216
H -2.730 -5.118 0.503 0.025 -0.096 0.039 0.209
H -3.222 -4.290 -0.983 -0.016 -0.031 -0.076 0.224
H -4.442 -4.790 0.194 -0.112 -0.075 0.006 0.218


Number 1: total energy -87367.5719 eV. Number 2: total energy -57370.0240 eV. Number 3: total energy -50134.3195 eV. Number 4: total energy -32900.7623 eV.